[1]
ORCA calculation (the ωB97M-V functional and the def2-TZVPD basis) on one molecule with the formula C3H7N3O2.

Energy above the lowest of the compared OMol25 structures with the same formula, charge and spin = 4.288 eV
E = -11787.0250 eV
Lowest unoccupied orbital energy = 0.02354 Ha
SMILES = [H]/N=C/N/C(CO)=N/O

Each line ends with the Mulliken charge.
Atoms and positions in Å:
C (-0.44843, 1.06882, 0.69607)  -0.558
C (-0.66086, -0.35362, 0.14819)  0.417
C (1.70706, -0.82934, -0.18773)  -0.011
H (0.64439, 1.57376, -0.56164)  0.430
H (-1.34578, 1.20722, 1.34640)  0.363
H (0.41954, 0.93210, 1.44291)  0.279
H (0.19782, -2.10841, 0.07573)  0.339
H (2.37883, -1.67023, -0.13854)  0.388
H (3.02970, 0.49401, -0.62061)  0.200
H (-3.58849, -0.66247, -0.74190)  0.384
N (0.46579, -1.12182, 0.17465)  -0.176
N (2.04101, 0.38816, -0.51661)  -0.607
N (-1.75646, -0.85067, -0.26724)  -0.586
O (-0.22381, 1.98141, -0.42648)  -0.518
O (-2.86030, -0.04893, -0.42319)  -0.343

Cartesian forces, eV/Å:
-0.659 -1.007 0.585
-1.554 3.410 0.231
1.481 2.998 -0.695
1.078 0.625 -1.321
0.480 0.890 -0.936
-0.952 0.846 -1.289
0.459 0.395 0.137
0.327 -0.228 -0.012
0.583 -0.080 -0.257
1.622 0.900 0.658
-1.540 -3.998 0.133
-0.738 -1.648 0.652
0.826 -1.718 -0.811
-0.507 -1.216 2.673
-0.906 -0.169 0.253

[2]
ORCA calculation (the ωB97M-V functional and the def2-TZVPD basis) on one molecule with the formula C3H4N4O.

Energy above the lowest of the compared OMol25 structures with the same formula, charge and spin = 6.125 eV
E = -11177.8439 eV
Lowest unoccupied orbital energy = -0.02100 Ha
SMILES = C/N=c1/nconn1

Each line ends with the Mulliken charge.
Atoms and positions in Å:
C (-2.25054, 0.23097, 0.03034)  -0.649
C (0.15616, -0.39462, 0.16616)  0.495
C (2.42387, -0.75100, 0.00461)  0.153
H (-3.19045, -0.57852, -0.40220)  0.242
H (-2.28157, 1.02485, -0.66359)  0.319
H (-2.64658, 0.97074, 1.01541)  0.225
H (3.02570, -1.57856, -0.00847)  0.467
N (-1.11845, -0.62542, -0.02142)  -0.400
N (1.16413, -1.18708, -0.09840)  -0.533
N (1.52439, 1.41112, -0.18067)  -0.125
N (0.43796, 1.01528, 0.03511)  0.095
O (2.75536, 0.46224, 0.12311)  -0.288

Cartesian forces, eV/Å:
-4.096 -0.877 1.000
-5.168 1.637 -1.983
-5.256 -0.711 -0.118
2.362 2.830 1.864
0.588 0.794 -1.416
1.472 -2.929 -2.053
2.822 -1.245 -0.186
2.744 -1.249 1.690
2.586 -1.688 0.723
-0.653 2.552 0.139
1.424 0.813 0.125
1.176 0.073 0.217